No. 1
Computed, not measured: C4H10O2 as an isolated structure at a distorted geometry, with ωB97M-V/def2-TZVPD.

Values from the calculation:
ΔE to the lowest compared entry with this formula, charge and spin, kcal/mol: 84.0

ORCA input file:
```
! wB97M-V def2-TZVPD RIJCOSX def2/J DEFGRID3
* xyz 0 1
O -0.90097 0.43537 -2.45228
O -0.82751 -1.25813 -0.74708
C -0.89179 0.48944 -0.02583
C 0.31189 -1.34792 0.07011
C 1.10168 0.66278 1.55604
C 0.54178 0.14297 0.24685
H -1.12882 1.51273 -0.36935
H 0.05473 -1.85096 1.01272
H 1.13038 0.52390 -0.59833
H 1.11671 1.75806 1.57702
H 0.50990 0.30445 2.40689
H 2.12924 0.30971 1.68332
H -1.65129 0.17100 0.66173
H 1.13820 -1.89205 -0.39043
H -0.77316 -0.44285 -1.98831
H -1.84622 0.43412 -2.63840
*
```


No. 2
Computed, not measured: a 3-piece molecular cluster, C4H10O2 overall, with ωB97M-V/def2-TZVPD.

Values from the calculation:
ΔE to the lowest compared entry with this formula, charge and spin, kcal/mol: 77.9
SMILES string: [H][H].C=COC.C=O

ORCA input file:
```
! wB97M-V def2-TZVPD RIJCOSX def2/J DEFGRID3
* xyz 0 1
O -1.92921 -1.33137 0.60910
O 0.95844 0.17423 -1.20572
C 1.73011 -0.24361 0.97894
C -0.89998 -1.92666 0.81537
C 1.05404 0.49825 0.10445
C 0.01767 0.93982 -1.93962
H -1.00346 0.74255 -1.59288
H 0.23335 2.01382 -1.86173
H 1.80963 0.07746 2.01070
H -0.25507 -2.28238 -0.00880
H -2.05635 0.93069 1.05880
H 0.54065 1.41545 0.39797
H -0.54969 -2.16414 1.83874
H -2.00143 1.67277 1.10588
H 0.11270 0.63573 -2.98305
H 2.23860 -1.15261 0.67183
*
```


No. 3
Computed, not measured: a 2-piece molecular cluster, C4H10O2 overall at a distorted geometry, with ωB97M-V/def2-TZVPD.

Values from the calculation:
ΔE to the lowest compared entry with this formula, charge and spin, kcal/mol: 63.5
SMILES string: C=CO.CCO

ORCA input file:
```
! wB97M-V def2-TZVPD RIJCOSX def2/J DEFGRID3
* xyz 0 1
O 2.87209 -0.76754 -0.46501
O -2.06512 0.30503 2.65841
C -3.18136 0.89575 0.70302
C 2.53921 0.17189 -1.44847
C -3.10600 0.09947 1.75553
C 2.14185 -0.54048 -2.75876
H 2.36891 0.09108 -3.61541
H 2.67555 -1.47800 -2.89628
H 1.66784 0.76172 -1.16769
H -3.56796 -0.87806 1.80693
H 1.07242 -0.62206 -2.79716
H 3.27610 0.95592 -1.63476
H -2.35614 1.35540 0.18251
H -2.53453 0.62883 3.44421
H -3.88744 0.56334 -0.06053
H 3.64805 -1.26539 -0.73135
*
```


No. 4
Computed, not measured: a 2-piece molecular cluster, C4H10O2 overall, with ωB97M-V/def2-TZVPD.

Values from the calculation:
ΔE to the lowest compared entry with this formula, charge and spin, kcal/mol: 124.6

ORCA input file:
```
! wB97M-V def2-TZVPD RIJCOSX def2/J DEFGRID3
* xyz 0 1
O -2.43755 -1.12579 0.04663
O 1.45937 0.42470 0.23701
C -1.09051 0.89844 0.21385
C -1.30824 -0.49714 0.63822
C 2.14908 0.64892 -0.97431
C -0.01222 -1.00700 0.11773
H -2.53956 -1.98776 0.46929
H -1.33745 1.06135 -0.83582
H 2.83894 -0.18011 -1.15431
H 1.45492 0.72313 -1.82853
H 0.54325 0.96264 0.21046
H -1.31446 -0.57044 1.73568
H -1.41333 1.67073 0.91175
H 0.66673 -1.62564 0.69947
H 0.05644 -1.10034 -0.96280
H 2.71974 1.57782 -0.87774
*
```


No. 5
Computed, not measured: a 2-piece molecular cluster, C4H10O2 overall at a distorted geometry, with ωB97M-V/def2-TZVPD.

Values from the calculation:
ΔE to the lowest compared entry with this formula, charge and spin, kcal/mol: 17.0
SMILES string: O=CO.CCC

ORCA input file:
```
! wB97M-V def2-TZVPD RIJCOSX def2/J DEFGRID3
* xyz 0 1
O -4.52861 2.00882 0.13654
O -4.61644 -0.25957 0.36994
C -4.86855 1.01626 0.71104
C 3.70720 -0.76382 -0.13857
C 4.66515 -1.95954 0.02841
C 4.49149 0.27439 -0.97508
H 5.09172 -0.23387 -1.72334
H 3.86254 0.96268 -1.55746
H 5.45969 -1.78346 0.75689
H 2.79746 -0.98225 -0.69484
H -3.91492 -0.17976 -0.28884
H 4.14205 -2.89236 0.25297
H 3.40193 -0.33080 0.81477
H 5.08521 0.96305 -0.38431
H 5.27323 -2.16855 -0.85307
H -5.31369 1.08839 1.71901
*
```


No. 6
Computed, not measured: a 3-piece molecular cluster, C4H10O2 overall at a distorted geometry, with ωB97M-V/def2-TZVPD.

Values from the calculation:
ΔE to the lowest compared entry with this formula, charge and spin, kcal/mol: 54.4
SMILES string: C=CC=C.O.O

ORCA input file:
```
! wB97M-V def2-TZVPD RIJCOSX def2/J DEFGRID3
* xyz 0 1
O -2.10276 -0.31405 -0.32857
O -0.43567 3.16919 1.37587
C 0.49654 -1.42129 -0.16196
C 1.02845 -0.18986 -0.73041
C -0.13185 -2.30972 -0.92439
C 1.75325 0.68387 -0.03122
H -2.50010 -0.45793 0.53606
H 2.02839 0.35356 0.96934
H -0.34972 2.43019 2.00025
H -0.48373 -3.22733 -0.47336
H -1.64814 0.53278 -0.27094
H 1.01057 -0.18387 -1.81873
H -0.29338 -2.10988 -1.95990
H 0.84801 -1.72427 0.82096
H 2.18247 1.62659 -0.33402
H -1.40234 3.14203 1.33101
*
```


No. 7
Computed, not measured: a 2-piece molecular cluster, C4H10O2 overall, with ωB97M-V/def2-TZVPD.

Values from the calculation:
ΔE to the lowest compared entry with this formula, charge and spin, kcal/mol: 101.7

ORCA input file:
```
! wB97M-V def2-TZVPD RIJCOSX def2/J DEFGRID3
* xyz 0 1
O 0.70375 0.27294 0.53148
O -1.45328 1.80082 0.06015
C 1.57624 1.23187 -0.03507
C -2.08517 0.75295 -0.41712
C 0.16086 -0.61781 -0.42225
C -0.26321 -1.89628 0.28004
H 1.05818 1.87500 -0.75897
H 0.59866 -2.54400 0.45933
H -0.69360 -0.15230 -0.98143
H -1.02577 1.64572 0.92556
H -0.99120 -2.44557 -0.32534
H 1.95741 1.84702 0.78519
H -2.13397 -0.01852 0.39712
H 0.88915 -0.81374 -1.21769
H -0.72258 -1.67823 1.25130
H 2.42454 0.74013 -0.53231
*
```


No. 8
Computed, not measured: C4H10O2 as an isolated structure at a distorted geometry, with ωB97M-V/def2-TZVPD.

Values from the calculation:
ΔE to the lowest compared entry with this formula, charge and spin, kcal/mol: 102.6

ORCA input file:
```
! wB97M-V def2-TZVPD RIJCOSX def2/J DEFGRID3
* xyz 0 1
O 1.64271 1.62268 -0.77613
O -0.22193 -0.45187 -0.74661
C -0.74215 -0.25451 0.55459
C 1.58391 1.21655 0.52136
C -0.33769 1.09839 1.02865
C -0.57421 -1.70106 -1.27667
H -0.77930 1.92057 0.45530
H -0.64225 1.23770 2.09052
H 1.32160 0.86697 -1.29848
H -0.18374 -2.52462 -0.65994
H 1.03989 1.76098 1.29461
H 1.87561 0.18027 0.67237
H -0.14026 -1.76775 -2.27614
H -1.83657 -0.37084 0.53469
H -1.66558 -1.80907 -1.35332
H -0.34004 -1.02439 1.23520
*
```